The following is a quantum chemistry calculation of an isolated ion of composition C4H10N2O2P and charge +1 at a distorted geometry, from OMol25.

Each line ends with the Mulliken charge.
Geometry (Å):
C1 -0.19146 -0.04129 -1.23401  0.374
C2 -2.26679 0.92891 -0.37367  0.003
C3 -3.13012 1.61578 0.56218  -1.065
C4 2.69523 -2.11432 0.32542  -0.878
N1 -1.01326 0.65525 -0.17472  -0.107
N2 1.08902 -0.34423 -0.98785  -0.168
O1 -0.78953 -0.29279 -2.24141  -0.436
O2 2.17326 0.21653 1.38741  -0.439
P1 2.71613 -0.31758 -0.04619  0.412
H1 -2.64901 0.60172 -1.34200  0.429
H2 -3.97572 0.96766 0.81008  0.292
H3 -3.58549 2.47244 0.05659  0.293
H4 -2.62868 1.93699 1.47307  0.287
H5 1.81744 -2.37201 0.91663  0.334
H6 3.59203 -2.34551 0.89954  0.352
H7 2.72148 -2.69996 -0.59116  0.370
H8 -0.54081 0.89706 0.69662  0.211
H9 1.40738 -0.80079 -1.84424  0.375
H10 2.55889 1.03615 1.70768  0.359

Output
**Kohn-Sham gap (spin up / spin down)**: 5.64 / 6.53 eV
**Total charge**: +1
**2S+1**: 3
**E**: -20664.1748 eV
**LUMO energy (spin up / spin down)**: -3.84 / -8.37 eV